Entry 1:
Formula: ClH3N3P3
Source: the OMol25 dataset
Level of theory: ωB97M-V/def2-TZVPD

```
10
ClH3N3P3, DFT ωB97M-V/def2-TZVPD
N -1.64 0.16 0.82
N -0.20 1.18 -1.20
N 0.91 -0.66 0.44
P -1.46 1.55 -0.10
P 1.32 0.27 -0.84
P -0.78 -1.17 0.55
Cl -0.72 -1.85 2.59
H 0.13 1.86 -1.85
H 1.18 -0.45 1.34
H 1.27 -0.88 -1.74
```

The strongest force on any atom comes out at 0.1056 Eh/bohr. The charge is 0. Its relative energy (zero: lowest compared OMol25 entry of this formula, charge and spin) is 27.83 kJ/mol. Its total energy is -44908.8357 eV.

=====

Entry 2:
Formula: C36H39F6N6O3S
Source: the OMol25 dataset
Level of theory: ωB97M-V/def2-TZVPD

```
91
C36H39F6N6O3S, DFT ωB97M-V/def2-TZVPD
F 8.54 -5.55 -2.41
C 7.83 -5.66 -1.23
F 7.47 -6.97 -1.11
F 8.72 -5.40 -0.22
C 6.66 -4.72 -1.19
C 5.37 -5.20 -1.02
C 4.28 -4.31 -0.96
N 3.00 -4.87 -0.77
C 1.87 -4.21 -0.30
S 1.75 -2.61 0.16
N 0.79 -5.04 -0.25
C -0.58 -4.55 0.10
C -1.26 -3.94 -1.13
C -1.62 -4.99 -2.21
C -2.98 -4.54 -2.78
C -3.39 -3.28 -1.98
N -2.50 -3.27 -0.83
C 4.50 -2.94 -1.08
C 5.80 -2.47 -1.27
C 6.04 -0.99 -1.39
F 7.15 -0.68 -2.12
F 4.98 -0.34 -1.96
F 6.23 -0.42 -0.15
C 6.89 -3.35 -1.33
H 5.19 -6.27 -0.91
H 2.92 -5.87 -0.92
H 0.88 -5.99 -0.60
H -1.15 -5.41 0.46
H -0.45 -3.80 0.89
H -0.53 -3.20 -1.52
H -0.83 -5.00 -2.97
H -1.71 -5.99 -1.77
H -2.90 -4.31 -3.85
H -3.72 -5.33 -2.64
H -3.28 -2.38 -2.61
H -4.44 -3.33 -1.67
H -2.41 -2.39 -0.34
H 3.68 -2.22 -1.03
H 7.89 -2.96 -1.47
C -0.44 6.73 1.31
N -0.41 5.29 1.14
C 0.76 4.60 1.27
O 1.85 5.11 1.53
C 0.45 3.13 1.04
C 0.81 2.27 2.26
C 2.29 2.32 2.59
C 2.73 2.88 3.79
C 4.09 2.95 4.08
C 5.02 2.44 3.16
C 4.58 1.88 1.96
C 3.21 1.82 1.67
N -0.99 3.15 0.75
C -1.65 2.02 0.45
C -3.01 1.97 0.17
C -3.75 0.83 -0.13
C -5.17 0.87 -0.40
C -5.90 2.09 -0.43
C -7.27 2.12 -0.69
N -7.94 3.38 -0.70
O -9.16 3.41 -0.96
O -7.27 4.42 -0.45
C -7.99 0.94 -0.95
C -7.30 -0.27 -0.93
C -5.93 -0.32 -0.66
C -1.58 4.50 0.79
C -2.64 4.62 1.91
C -2.13 4.95 -0.57
H 0.58 7.04 1.57
H -0.75 7.23 0.39
H -1.12 7.01 2.12
H 1.02 2.77 0.16
H 0.23 2.65 3.12
H 0.49 1.24 2.06
H 1.98 3.28 4.48
H 4.42 3.40 5.02
H 6.09 2.49 3.38
H 5.29 1.48 1.24
H 2.86 1.41 0.72
H -1.04 1.12 0.45
H -3.55 2.92 0.18
H -3.25 -0.14 -0.14
H -5.41 3.05 -0.24
H -9.05 1.02 -1.15
H -7.86 -1.19 -1.13
H -5.40 -1.27 -0.64
H -2.17 4.38 2.87
H -3.02 5.65 1.93
H -3.48 3.94 1.75
H -1.31 4.93 -1.30
H -2.93 4.29 -0.93
H -2.53 5.97 -0.48
```

The strongest force on any atom comes out at 0.0759 Eh/bohr. The charge is +1. Its relative energy (zero: lowest compared OMol25 entry of this formula, charge and spin) is 0.00 kJ/mol. Its total energy is -80180.6339 eV.